# C4H11NO2

2 unconnected molecules or ions with the total composition C4H11NO2 at a distorted geometry (wB97M-V/def2-TZVPD, the Open Molecules 2025 dataset).

Output
* molecular weight: 105.137 g mol⁻¹
* SMILES string: CC(C)NC=O.O
* energy relative to the best compared isomer or geometry (same formula, charge and spin): 1.5420 eV

Geometry as XYZ:
```
18
Properties=species:S:1:pos:R:3:lowdin_charge:R:1
O -1.503 1.254 -1.531 0.002
O 3.176 0.519 -0.803 -0.139
N -1.881 -0.172 0.359 0.009
C 0.344 0.677 1.048 -0.097
C -2.160 0.429 -0.882 -0.334
C -0.443 -0.538 0.849 -0.398
C 0.166 -1.434 -0.257 -0.069
H 3.575 0.974 -1.658 0.100
H 1.257 0.482 1.635 0.095
H -0.254 1.437 1.561 0.088
H -0.683 -1.208 1.685 0.134
H 1.143 -1.815 0.114 0.090
H -2.620 -0.032 1.108 0.148
H 2.577 1.228 -0.415 0.033
H -0.455 -2.272 -0.553 0.072
H 0.375 -0.793 -1.131 0.076
H 0.595 1.078 0.050 0.067
H -3.210 0.184 -1.180 0.122
```



# C4H11NO2

3 unconnected molecules or ions with the total composition C4H11NO2 at a distorted geometry (wB97M-V/def2-TZVPD, the Open Molecules 2025 dataset).

Output
* molecular weight: 105.137 g mol⁻¹
* SMILES string: C=CC(=C)N.O.O
* energy relative to the best compared isomer or geometry (same formula, charge and spin): 4.1317 eV

Geometry as XYZ:
```
18
Properties=species:S:1:pos:R:3:lowdin_charge:R:1
O -2.336 0.041 -2.275 -0.056
O 1.338 3.126 0.340 -0.062
N -0.858 -2.041 0.524 0.125
C 2.138 -1.196 0.290 0.048
C -0.274 -0.793 0.499 -0.439
C 1.005 -0.675 -0.218 -0.133
C -1.056 0.285 0.901 -0.022
H 1.031 -0.139 -1.157 0.102
H -2.140 0.980 -2.243 0.031
H -1.733 -0.319 -1.619 -0.011
H 0.505 3.036 -0.123 0.018
H 1.593 4.045 0.268 0.026
H -0.712 0.925 1.710 0.038
H -1.377 -2.295 1.337 0.092
H 3.078 -0.821 -0.090 0.060
H -1.992 0.618 0.486 0.025
H -0.251 -2.826 0.313 0.096
H 2.041 -1.951 1.058 0.062
```



# C4H11NO2

A single C4H11NO2 molecule at a distorted geometry (wB97M-V/def2-TZVPD, the Open Molecules 2025 dataset).

Output
* molecular weight: 105.137 g mol⁻¹
* SMILES string: CNC(CO)CO
* energy relative to the best compared isomer or geometry (same formula, charge and spin): 3.0600 eV

Geometry as XYZ:
```
18
Properties=species:S:1:pos:R:3:lowdin_charge:R:1
O 0.683 -0.192 1.967 -0.083
O -2.142 1.405 -0.758 -0.125
N 0.572 -1.134 -0.531 -0.075
C 1.921 -1.278 -1.034 -0.134
C 0.363 0.880 1.054 -0.158
C 0.014 0.231 -0.341 -0.280
C -1.507 0.042 -0.385 -0.134
H 1.245 1.549 0.982 0.124
H -0.593 1.281 1.402 0.114
H 0.227 0.819 -1.194 0.121
H 0.591 -1.648 0.211 0.012
H 0.066 -0.238 2.710 0.092
H 2.087 -2.334 -1.351 0.086
H -1.946 -0.534 -1.237 0.125
H -1.475 1.875 -1.276 0.054
H 1.989 -0.606 -1.952 0.087
H 2.768 -0.839 -0.429 0.085
H -2.039 -0.345 0.414 0.088
```



# C4H11NO2

2 unconnected molecules or ions with the total composition C4H11NO2 (wB97M-V/def2-TZVPD, the Open Molecules 2025 dataset).

Output
* molecular weight: 105.137 g mol⁻¹
* SMILES string: COC=O.CNC
* energy relative to the best compared isomer or geometry (same formula, charge and spin): 1.6057 eV

Geometry as XYZ:
```
18
Properties=species:S:1:pos:R:3:lowdin_charge:R:1
O 1.812 1.049 0.218 -0.045
O 1.519 -1.121 -0.088 0.084
N -1.616 -0.322 -0.051 -0.189
C 2.734 2.112 0.335 -0.061
C 2.244 -0.181 0.019 -0.373
C -2.244 -1.059 1.025 -0.163
C -2.103 -0.729 -1.352 -0.163
H 2.527 2.837 -0.454 0.096
H -3.168 -0.497 -1.417 0.072
H -1.973 -1.804 -1.554 0.074
H -1.820 -0.732 1.973 0.071
H -2.120 -2.150 0.942 0.074
H -3.313 -0.837 1.026 0.071
H 3.354 -0.265 -0.040 0.148
H 3.764 1.755 0.246 0.086
H 2.592 2.587 1.306 0.096
H -1.577 -0.166 -2.120 0.071
H -0.611 -0.476 -0.014 0.053
```



Calculated LUMO (eV), listed in the same order as above: 0.8, 0.3, 0.8, 0.8
Calculated orbital gap (eV), listed in the same order as above: 10.4628, 7.6204, 9.6174, 8.9766